(1)
{"formula": "C14H100Cl3NO42S", "method": "the ωB97M-V functional and the def2-TZVPD basis", "e_tot_ha": -5586.92631, "lumo_energy_ev": -0.666, "orbital_gap_ha": 0.3591, "spin_multiplicity": 1, "fmax_ev_per_a": 3.178, "symbols": ["C", "C", "C", "Cl", "C", "C", "C", "N", "O", "S", "O", "O", "O", "C", "C", "C", "C", "C", "C", "Cl", "C", "C", "Cl", "H", "H", "H", "H", "H", "H", "H", "H", "H", "H", "H", "H", "H", "H", "H", "H", "H", "H", "H", "H", "H", "H", "H", "H", "O", "H", "H", "O", "H", "H", "O", "H", "H", "O", "H", "H", "O", "H", "H", "O", "H", "H", "O", "H", "H", "O", "H", "H", "O", "H", "H", "O", "H", "H", "O", "H", "H", "O", "H", "H", "O", "H", "H", "O", "H", "H", "O", "H", "H", "O", "H", "H", "O", "H", "H", "O", "H", "H", "O", "H", "H", "O", "H", "H", "O", "H", "H", "O", "H", "H", "O", "H", "H", "O", "H", "H", "O", "H", "H", "O", "H", "H", "O", "H", "H", "O", "H", "H", "O", "H", "H", "O", "H", "H", "O", "H", "H", "O", "H", "H", "O", "H", "H", "O", "H", "H", "O", "H", "H", "O", "H", "H", "O", "H", "H", "O", "H", "H"], "coordinates": [[3.482, -3.006, 0.004], [2.275, -2.088, -0.358], [2.687, -0.617, -0.628], [4.398, -0.502, -1.230], [1.772, 0.146, -1.652], [1.965, -0.187, -3.183], [2.322, -1.651, -3.523], [3.487, -1.919, -3.954], [2.466, 1.467, -1.637], [1.955, 2.427, -0.382], [1.601, 3.794, -0.692], [3.044, 2.405, 0.590], [0.740, 1.412, -0.008], [0.322, 0.515, -1.124], [-0.504, -0.482, -0.277], [-0.934, -1.864, -0.805], [-2.401, -2.106, -0.332], [-0.903, -2.193, -2.306], [-0.498, 1.555, -1.946], [-1.399, 0.827, -3.360], [-1.536, 2.346, -1.030], [-1.531, 3.844, -1.453], [-3.273, 1.818, -1.348], [4.027, -2.510, 0.817], [3.109, -3.957, 0.390], [4.103, -3.221, -0.863], [1.664, -2.074, 0.552], [1.657, -2.544, -1.140], [2.713, -0.108, 0.340], [1.093, 0.087, -3.790], [2.801, 0.407, -3.573], [1.610, -2.476, -3.446], [3.539, -2.925, -4.126], [0.060, -0.626, 0.655], [-1.413, 0.077, 0.044], [-0.372, -2.643, -0.272], [-2.408, -1.954, 0.755], [-2.663, -3.161, -0.522], [-3.102, -1.410, -0.814], [-1.926, -2.183, -2.715], [-0.296, -1.564, -2.957], [-0.556, -3.224, -2.451], [0.134, 2.311, -2.430], [-1.431, 2.186, 0.040], [-0.540, 4.297, -1.365], [-1.922, 3.873, -2.482], [-2.294, 4.350, -0.847], [4.947, 1.303, 2.952], [4.274, 1.614, 2.335], [4.617, 1.578, 3.813], [2.213, 1.853, 4.354], [2.476, 2.019, 3.442], [1.707, 2.638, 4.598], [-2.513, 0.509, 1.828], [-3.191, 0.816, 1.214], [-2.809, 0.849, 2.685], [-4.428, -4.441, -0.748], [-5.189, -4.906, -1.109], [-4.303, -4.845, 0.118], [7.021, -2.161, -3.979], [7.425, -1.492, -4.541], [6.075, -2.045, -4.119], [-1.071, 2.839, -6.511], [-1.824, 2.388, -6.907], [-0.942, 2.397, -5.665], [2.897, 2.301, 7.291], [2.506, 2.069, 6.442], [3.583, 2.941, 7.069], [-2.256, -4.982, -2.830], [-2.698, -5.815, -3.021], [-2.769, -4.614, -2.095], [-4.190, -3.057, 2.352], [-4.509, -3.508, 3.148], [-3.880, -2.205, 2.675], [-0.059, 3.909, 3.751], [0.204, 4.077, 2.840], [-0.562, 4.695, 4.002], [-4.517, 4.005, -3.629], [-5.343, 3.605, -3.921], [-4.299, 3.536, -2.813], [-5.988, -3.337, 4.461], [-6.667, -3.042, 3.841], [-6.287, -3.014, 5.318], [-0.791, 2.795, 6.316], [-0.233, 3.127, 7.032], [-0.361, 3.109, 5.512], [0.123, -3.122, -5.001], [-0.312, -2.635, -5.707], [-0.452, -3.882, -4.855], [-8.168, -2.392, 2.309], [-7.727, -1.754, 1.738], [-9.104, -2.268, 2.130], [-7.365, -4.173, -1.899], [-6.935, -3.524, -2.466], [-8.304, -4.049, -2.066], [-3.603, 1.085, 4.994], [-3.917, 0.642, 5.788], [-3.286, 1.938, 5.310], [-2.655, 3.399, 2.013], [-1.732, 3.128, 2.037], [-2.664, 4.174, 1.441], [5.849, 0.189, -5.692], [5.408, 0.695, -6.386], [5.267, -0.569, -5.554], [7.217, -1.143, -7.860], [6.901, -0.751, -7.028], [7.757, -1.888, -7.585], [-5.708, -6.951, -2.684], [-5.503, -6.840, -3.617], [-6.168, -6.138, -2.446], [1.663, 3.223, 9.731], [2.243, 3.010, 8.985], [1.429, 2.366, 10.098], [1.722, 3.122, -5.378], [1.019, 3.407, -5.974], [1.450, 3.431, -4.508], [-4.416, 6.125, -1.409], [-4.693, 5.447, -2.040], [-4.950, 6.891, -1.635], [5.239, 0.722, 9.236], [4.606, 1.036, 8.583], [4.858, 0.982, 10.083], [-5.226, -3.665, 7.077], [-4.731, -3.943, 6.298], [-5.453, -4.491, 7.517], [1.733, -3.152, 2.487], [1.425, -3.633, 3.262], [2.046, -2.315, 2.845], [-2.744, -1.813, -5.799], [-3.027, -2.317, -5.027], [-2.458, -0.970, -5.435], [4.514, -5.563, -1.108], [5.445, -5.688, -1.321], [4.164, -6.458, -1.056], [3.448, 3.656, -3.305], [3.933, 3.410, -4.099], [3.257, 2.820, -2.872], [6.111, 2.313, 11.641], [6.632, 2.641, 12.379], [6.593, 2.605, 10.860], [6.483, 0.599, -10.168], [5.720, 0.136, -10.523], [6.648, 0.163, -9.320], [-2.536, 5.185, 6.926], [-2.912, 5.517, 7.746], [-1.989, 4.439, 7.198], [3.000, -0.902, -7.170], [2.235, -1.366, -7.523], [3.164, -1.327, -6.320], [6.183, 2.297, -1.003], [5.779, 1.442, -1.193], [5.668, 2.639, -0.267], [-0.422, -0.203, 5.030], [0.429, 0.248, 5.043], [-1.007, 0.392, 5.511], [-1.961, 4.959, -8.445], [-2.301, 5.319, -7.621], [-1.445, 4.196, -8.166], [-5.215, -1.663, 9.162], [-5.358, -2.395, 8.545], [-5.763, -0.953, 8.818]]}

---

(2)
{"formula": "C14H10BrN3OS", "method": "the ωB97M-V functional and the def2-TZVPD basis", "smiles": "O=C1CS/C(=N\\c2ccc(Br)cc2)N1c1ccccn1", "e_tot_ha": -3751.14316, "lumo_energy_ev": 0.249, "orbital_gap_ha": 0.3159, "spin_multiplicity": 1, "fmax_ev_per_a": 6.521, "symbols": ["O", "Br", "N", "N", "S", "C", "C", "C", "C", "C", "C", "C", "C", "C", "C", "C", "C", "C", "N", "C", "H", "H", "H", "H", "H", "H", "H", "H", "H", "H"], "coordinates": [[-0.029, 3.745, 1.222], [-3.509, -4.988, -2.613], [-0.336, -0.359, -0.178], [2.251, 1.425, 1.640], [-2.330, 0.791, 1.268], [-0.389, 2.630, 1.568], [-0.710, 0.670, 0.529], [3.605, 1.270, 1.501], [1.467, 1.505, 0.531], [4.233, 1.086, 0.264], [2.023, 1.416, -0.777], [3.458, 1.232, -0.903], [-1.355, -3.672, -1.185], [-3.217, -2.242, -1.662], [-0.584, -2.635, -0.611], [-2.447, -1.177, -1.058], [-2.681, -3.569, -1.634], [-1.192, -1.389, -0.545], [0.173, 1.689, 0.766], [-1.764, 2.293, 2.200], [4.336, 1.209, 2.324], [5.302, 0.953, 0.146], [1.410, 1.420, -1.611], [3.871, 1.225, -1.843], [-0.887, -4.674, -1.283], [-4.250, -2.118, -2.089], [0.443, -2.857, -0.338], [-2.878, -0.175, -1.056], [-1.582, 2.191, 3.391], [-2.429, 3.102, 2.037]]}

---

(3)
{"formula": "C14H10Cl32FInNO5S", "method": "the ωB97M-V functional and the def2-TZVPD basis", "e_tot_ha": -16384.62628, "lumo_energy_ev": 1.223, "orbital_gap_ha": 0.2577, "charge": -1, "spin_multiplicity": 1, "fmax_ev_per_a": 2.717, "symbols": ["C", "O", "C", "In", "C", "C", "C", "O", "O", "C", "N", "S", "O", "O", "F", "H", "H", "H", "H", "H", "H", "H", "H", "H", "H", "C", "Cl", "Cl", "Cl", "Cl", "C", "Cl", "Cl", "Cl", "Cl", "C", "Cl", "Cl", "Cl", "Cl", "C", "Cl", "Cl", "Cl", "Cl", "C", "Cl", "Cl", "Cl", "Cl", "C", "Cl", "Cl", "Cl", "Cl", "C", "Cl", "Cl", "Cl", "Cl", "C", "Cl", "Cl", "Cl", "Cl"], "coordinates": [[4.116, 0.564, 2.032], [3.272, 0.447, 0.911], [3.098, -0.906, 0.490], [1.804, -2.064, 1.877], [-0.303, -2.190, 1.273], [-1.123, -1.552, 2.391], [-1.615, -0.129, 2.132], [-2.461, -1.364, 2.133], [1.950, -1.143, 3.776], [1.732, -2.016, 4.665], [1.251, -2.792, 5.399], [2.876, -4.371, 2.097], [3.849, -4.579, 1.048], [1.873, -5.400, 2.147], [3.696, -4.466, 3.484], [4.648, -0.365, 2.232], [3.541, 0.841, 2.917], [4.862, 1.341, 1.866], [4.070, -1.390, 0.391], [2.613, -0.894, -0.483], [-0.577, -1.564, 0.432], [-0.673, -3.212, 1.214], [-0.854, -1.782, 3.417], [-1.965, 0.165, 1.157], [-1.745, 0.470, 3.025], [-6.427, -2.738, 1.628], [-7.421, -3.178, 3.027], [-7.040, -1.231, 0.918], [-4.754, -2.493, 2.090], [-6.534, -4.020, 0.409], [4.488, 2.341, -2.308], [5.331, 3.063, -3.686], [5.032, 0.678, -2.111], [4.854, 3.272, -0.853], [2.746, 2.359, -2.600], [9.610, 2.549, -4.291], [8.329, 1.964, -3.241], [8.932, 3.687, -5.465], [10.845, 3.371, -3.329], [10.345, 1.191, -5.151], [-7.740, 0.408, -3.367], [-7.450, -0.251, -1.755], [-6.204, 0.437, -4.236], [-8.898, -0.613, -4.230], [-8.384, 2.051, -3.240], [-8.136, 6.217, -2.283], [-7.875, 5.539, -0.676], [-6.612, 6.234, -3.172], [-9.311, 5.224, -3.153], [-8.756, 7.865, -2.138], [4.334, -3.137, -3.360], [5.707, -2.105, -3.794], [4.436, -4.649, -4.275], [4.346, -3.483, -1.640], [2.832, -2.299, -3.787], [-2.270, -0.073, -2.874], [-0.727, -0.840, -2.495], [-2.945, 0.654, -1.414], [-2.024, 1.186, -4.094], [-3.403, -1.275, -3.497], [-1.435, 2.085, 6.483], [-2.038, 1.173, 7.870], [-0.313, 1.094, 5.563], [-2.796, 2.551, 5.452], [-0.611, 3.544, 7.055]]}

---

(4)
{"formula": "C14H10F3O3ReS5Sb", "method": "the ωB97M-V functional and the def2-TZVPD basis", "e_tot_ha": -3372.90810, "lumo_energy_ev": [-14.703, -14.735], "orbital_gap_ha": [0.1313, 0.1297], "charge": 3, "spin_multiplicity": 1, "fmax_ev_per_a": 6.312, "symbols": ["Re", "S", "Sb", "S", "S", "S", "O", "S", "C", "C", "C", "C", "C", "C", "C", "C", "C", "C", "C", "C", "H", "H", "H", "H", "H", "H", "H", "H", "H", "H", "F", "C", "F", "F", "C", "O", "O"], "coordinates": [[10.213, 4.444, 13.052], [5.829, 3.530, 15.823], [8.038, 3.030, 15.915], [10.942, 4.813, 15.027], [9.186, 2.585, 13.626], [9.591, 2.867, 17.588], [11.326, 5.537, 11.873], [11.955, 4.202, 11.102], [13.673, 4.795, 11.042], [14.080, 5.839, 11.866], [15.443, 6.062, 12.045], [16.405, 5.317, 11.380], [15.960, 4.376, 10.456], [14.613, 4.138, 10.254], [11.442, 4.588, 9.412], [10.787, 5.772, 9.126], [10.281, 5.981, 7.852], [10.552, 5.051, 6.841], [11.262, 3.873, 7.130], [11.773, 3.656, 8.425], [13.367, 6.451, 12.391], [15.721, 6.771, 12.833], [17.481, 5.440, 11.575], [16.716, 3.843, 9.884], [14.284, 3.538, 9.418], [10.613, 6.499, 9.901], [9.684, 6.874, 7.653], [10.136, 5.147, 5.842], [11.422, 3.121, 6.364], [12.372, 2.810, 8.699], [6.934, 5.552, 13.555], [7.587, 6.358, 12.663], [6.893, 7.526, 12.500], [8.819, 6.702, 13.327], [8.070, 5.551, 11.421], [7.989, 5.971, 10.245], [8.635, 4.394, 11.705]]}

---

(5)
{"formula": "C14H10F4N2", "method": "the ωB97M-V functional and the def2-TZVPD basis", "e_tot_ha": -1048.31002, "lumo_energy_ev": -1.148, "orbital_gap_ha": 0.2159, "spin_multiplicity": 1, "fmax_ev_per_a": 4.223, "symbols": ["F", "C", "F", "F", "C", "C", "C", "C", "C", "C", "N", "C", "C", "H", "H", "H", "H", "H", "F", "N", "C", "C", "C", "C", "C", "H", "H", "H", "H", "H"], "coordinates": [[-4.026, 0.397, 3.618], [-2.932, 1.126, 3.997], [-3.194, 2.431, 3.683], [-2.854, 1.051, 5.364], [-1.674, 0.629, 3.341], [-0.636, 1.526, 3.084], [0.480, 1.086, 2.400], [0.580, -0.256, 1.932], [1.629, -0.668, 1.049], [1.865, -2.020, 0.847], [2.132, -3.158, 0.667], [-0.436, -1.169, 2.343], [-1.561, -0.719, 3.020], [-0.720, 2.561, 3.406], [1.302, 1.781, 2.190], [2.414, 0.031, 0.820], [-0.352, -2.228, 2.094], [-2.355, -1.411, 3.283], [1.379, -0.430, -1.049], [1.075, -0.222, -2.703], [1.298, 0.978, -3.224], [1.073, 1.154, -4.589], [0.617, 0.080, -5.349], [0.394, -1.150, -4.733], [0.634, -1.280, -3.367], [1.647, 1.777, -2.574], [1.261, 2.126, -5.030], [0.436, 0.199, -6.411], [0.040, -2.011, -5.287], [0.480, -2.211, -2.823]]}